Record 1
An isolated molecule of C25H32N2O5, computed with wB97M-V/def2-TZVPD.

Last column: Mulliken charge in e.
Positions of all 64 atoms, in Å:
C: 0.63031 2.24073 0.27376  -0.955
O: -0.56281 1.55755 -0.02076  -0.489
C: -0.49695 0.21768 -0.25530  1.314
C: 0.65787 -0.53953 -0.20618  -0.328
C: 0.62116 -1.91077 -0.46621  -0.478
C: 1.90216 -2.67932 -0.50549  0.195
O: 2.29872 -3.20297 -1.53337  -0.673
N: 2.61406 -2.74169 0.64565  0.202
C: 2.18444 -2.22391 1.92034  -0.862
C: 3.96395 -3.26181 0.57286  -1.449
C: 4.91921 -2.20594 0.01003  -0.573
O: 4.88670 -1.08758 0.87341  -0.249
C: 5.49583 0.06744 0.47661  0.623
C: 6.27508 0.20844 -0.66380  -0.278
C: 6.84473 1.43603 -0.96150  -0.868
C: 6.65818 2.54013 -0.14535  0.772
C: 7.29210 3.86107 -0.46195  -1.428
C: 5.87669 2.38683 0.99584  -0.727
C: 5.30201 1.17324 1.30523  -0.370
C: -0.57789 -2.51331 -0.79188  -1.243
C: -1.74830 -1.76739 -0.82607  -0.516
C: -1.72811 -0.40762 -0.56538  0.871
O: -2.80237 0.42632 -0.58704  -0.498
C: -4.08097 -0.07610 -0.93037  0.069
C: -4.72003 -0.86449 0.22981  -0.431
C: -5.61921 0.03914 1.06367  -1.282
N: -6.72907 0.51072 0.25692  0.210
C: -7.98769 0.42298 0.75342  0.873
C: -9.10248 0.83430 -0.18326  -1.237
O: -8.20293 0.04305 1.88888  -0.664
C: -6.41917 0.88270 -1.10812  -0.817
C: -4.92874 1.15799 -1.26506  -1.165
H: 0.34528 3.28308 0.40712  0.237
H: 1.35350 2.16592 -0.54493  0.386
H: 1.09052 1.87165 1.19657  0.388
H: 1.60736 -0.07864 0.01647  0.576
H: 2.32394 -2.99100 2.68633  0.317
H: 2.77306 -1.34623 2.19732  0.178
H: 1.13104 -1.95885 1.88020  0.429
H: 3.97194 -4.12366 -0.09932  0.422
H: 4.28150 -3.56165 1.57187  0.489
H: 5.93527 -2.61826 -0.05327  0.489
H: 4.58044 -1.92658 -0.99501  0.508
H: 6.44925 -0.62603 -1.32456  0.396
H: 7.44893 1.52729 -1.85282  0.302
H: 6.58317 4.67361 -0.31443  0.356
H: 8.14266 4.03699 0.19717  0.296
H: 7.64645 3.88592 -1.48930  0.355
H: 5.71649 3.23267 1.64892  0.358
H: 4.69806 1.05486 2.19191  0.446
H: -0.60498 -3.56858 -1.01312  0.475
H: -2.67338 -2.26650 -1.06534  0.332
H: -3.99699 -0.71831 -1.81890  0.340
H: -5.31154 -1.69283 -0.16437  0.326
H: -3.93427 -1.27640 0.86354  0.598
H: -5.04286 0.88525 1.45299  0.306
H: -6.04909 -0.50278 1.90905  0.459
H: -9.07051 0.25466 -1.10281  0.305
H: -9.02296 1.89084 -0.43023  0.320
H: -10.04969 0.66085 0.31954  0.333
H: -6.97581 1.78388 -1.38067  0.556
H: -6.71523 0.08010 -1.79981  0.332
H: -4.72326 1.48277 -2.28499  0.452
H: -4.62478 1.96203 -0.59448  0.388

For the HOMO energy, the calculation gives -8.23 eV. Its spin multiplicity is 1. As for the LUMO energy: 0.023 Ha. The largest force on an atom comes out at 0.011 hartree/bohr. For the HOMO-LUMO gap, the calculation gives 0.325 hartree. As for the charge: 0. The calculation puts the total energy at -1457.56005 hartree.

Record 2
A structure of composition C25H32N3O2P2RuSi at a distorted geometry, computed with wB97M-V/def2-TZVPD.

Last column: Mulliken charge in e.
Positions of all 66 atoms, in Å:
Ru: 0.50934 0.04838 -0.32593  -0.514
C: -0.53566 -1.07932 2.93437  -1.512
P: 0.61424 0.02578 2.04977  1.474
C: 0.35424 1.62418 2.89657  -1.426
C: 2.29014 -0.48632 2.54477  0.025
C: 2.59694 -0.83622 3.85587  -0.970
C: 3.89054 -1.19932 4.19287  -0.828
C: 4.88584 -1.20392 3.22727  -0.876
C: 4.59114 -0.84942 1.92107  -0.878
C: 3.29194 -0.49562 1.56797  0.554
P: 2.85794 0.01068 -0.13333  1.422
C: 3.84304 -1.10682 -1.19483  -1.253
C: 3.72034 1.62408 -0.26903  -1.335
H: -0.41296 -0.96482 4.01227  0.557
H: -0.35506 -2.11752 2.65797  0.407
H: -1.55816 -0.80962 2.66857  0.323
H: 0.62584 1.52288 3.94877  0.489
H: -0.69816 1.89918 2.82157  0.377
H: 0.96314 2.40908 2.44817  0.357
H: 1.83264 -0.82902 4.61847  0.368
H: 4.12544 -1.47802 5.20847  0.434
H: 5.89414 -1.48312 3.49177  0.436
H: 5.38054 -0.85062 1.18497  0.337
H: 4.90604 -0.97962 -0.99153  0.525
H: 3.66014 -0.88412 -2.24533  0.346
H: 3.55854 -2.13982 -0.98663  0.408
H: 4.75174 1.50738 0.06677  0.483
H: 3.22364 2.36228 0.36397  0.370
H: 3.71514 1.97518 -1.29973  0.396
O: -6.18986 2.55628 -0.05853  -0.610
N: -6.13366 1.34828 -0.25523  1.011
O: -7.08506 0.61328 -0.44383  -0.587
C: -4.84956 0.73228 -0.26193  -0.758
C: -4.83676 -0.67262 -0.28683  -0.570
C: -3.64676 -1.38382 -0.27023  0.923
C: -3.55696 -2.80652 -0.26983  -0.928
C: -2.33246 -3.41172 -0.27043  -1.093
C: -1.16766 -2.62092 -0.28283  -0.857
N: -1.23036 -1.29732 -0.28193  0.963
C: -2.41266 -0.66452 -0.26073  -0.451
C: -2.41776 0.76728 -0.25123  0.635
N: -1.22596 1.38658 -0.25693  0.828
C: -1.14666 2.72198 -0.28503  -1.030
C: -2.28546 3.50478 -0.29673  -1.103
C: -3.53106 2.89898 -0.27173  -0.577
C: -3.64096 1.49258 -0.25083  1.021
H: -5.78596 -1.18772 -0.30953  0.627
H: -4.46826 -3.38582 -0.26933  0.554
H: -2.23126 -4.48442 -0.26853  0.524
H: -0.17276 -3.05952 -0.29263  0.652
H: -0.14206 3.13878 -0.30083  0.586
H: -2.19466 4.57828 -0.32723  0.493
H: -4.42806 3.50148 -0.27153  0.652
C: 1.66444 1.35168 -3.41983  -1.161
Si: 0.39034 0.04308 -2.80393  0.686
C: -1.36946 0.54498 -3.39313  -1.092
C: 0.78074 -1.77622 -3.31333  -1.137
H: 1.55604 1.41778 -4.49923  0.443
H: 2.69634 1.08178 -3.21643  0.333
H: 1.48194 2.34468 -3.01523  0.366
H: -1.36686 0.52228 -4.47973  0.489
H: -1.64966 1.55118 -3.09343  0.289
H: -2.14296 -0.14002 -3.05773  0.289
H: 0.81744 -1.80302 -4.40033  0.436
H: 0.00044 -2.46722 -3.00163  0.335
H: 1.73124 -2.15292 -2.94783  0.319

For the HOMO energy (alpha / beta), the calculation gives -14.08 / -14.66 eV. Its spin multiplicity is 2. As for the LUMO energy (alpha / beta): -0.253 / -0.302 Ha. The largest force on an atom comes out at 0.062 hartree/bohr. For the HOMO-LUMO gap (alpha / beta), the calculation gives 0.265 / 0.237 hartree. As for the charge: +2. The calculation puts the total energy at -2353.12991 hartree.

Record 3
An isolated molecule of C25H32N6O6 at a distorted geometry, computed with wB97M-V/def2-TZVPD.

Last column: Mulliken charge in e.
Positions of all 69 atoms, in Å:
C: -3.05254 -3.09805 -1.50108  -1.110
O: -2.33493 -2.70255 -0.35750  -0.349
C: -1.29416 -1.82737 -0.51010  0.881
C: -0.96960 -1.22689 -1.71941  -0.555
C: 0.12806 -0.39262 -1.84280  -0.931
C: 0.94527 -0.14411 -0.75173  -0.807
C: 2.06910 0.86476 -0.85557  -0.481
C: 3.42834 0.40335 -0.32192  -0.304
O: 4.29677 1.17620 0.02913  -0.730
N: 3.58262 -0.93006 -0.35002  -0.006
C: 4.78057 -1.60908 0.09492  -0.171
C: 4.46185 -2.56557 1.25574  -0.842
C: 4.23163 -3.91316 0.57901  -0.495
C: 5.31665 -3.93802 -0.49421  -0.604
C: 5.35608 -2.50064 -1.02654  -0.896
N: 1.57747 2.09110 -0.22185  0.668
C: 1.83032 2.34227 1.18389  -0.723
C: 2.82144 3.51015 1.36930  -0.872
O: 2.40495 4.69810 0.73490  -0.573
C: 0.75697 2.84134 -0.99015  0.514
O: 0.72816 2.76586 -2.20209  -0.672
C: -0.28967 3.70323 -0.25217  -0.770
N: -1.26104 2.76421 0.22366  1.356
N: -1.23345 2.22612 1.41789  -0.645
N: -2.15836 1.33606 1.46310  -0.384
C: -2.75362 1.34283 0.25173  0.054
C: -3.84700 0.50249 -0.12772  0.740
C: -4.53264 0.42266 -1.31292  -0.398
C: -5.51006 -0.57764 -1.12575  -0.885
C: -5.35365 -1.03842 0.15330  0.773
C: -6.06983 -2.09224 0.91632  -1.381
O: -4.34884 -0.38369 0.76041  -0.344
N: -2.19009 2.24792 -0.54753  -1.070
C: 0.60989 -0.71891 0.46875  1.205
C: -0.49593 -1.54541 0.61786  -0.087
O: -0.66995 -2.05882 1.86602  -0.567
C: -1.98280 -2.27602 2.34850  -0.700
H: -3.58176 -2.25836 -1.96097  0.376
H: -3.78037 -3.82788 -1.14919  0.246
H: -2.39607 -3.56824 -2.24038  0.422
H: -1.57942 -1.40383 -2.59005  0.442
H: 0.33560 0.07484 -2.79225  0.446
H: 2.22716 1.11156 -1.91497  0.552
H: 2.80346 -1.50746 -0.62924  0.338
H: 5.47301 -0.81896 0.39324  0.631
H: 3.60189 -2.22625 1.83110  0.327
H: 5.32114 -2.62894 1.92337  0.291
H: 4.31021 -4.74813 1.27284  0.415
H: 3.24180 -3.94108 0.11970  0.169
H: 5.11219 -4.66210 -1.28109  0.362
H: 6.27330 -4.19347 -0.03698  0.293
H: 6.36593 -2.19901 -1.29682  0.336
H: 4.73199 -2.40354 -1.91580  0.296
H: 0.89866 2.53539 1.71911  0.778
H: 2.28932 1.45494 1.61610  0.245
H: 2.88741 3.74208 2.43453  0.449
H: 3.80596 3.20013 1.00603  0.303
H: 2.55972 4.61078 -0.21227  0.339
H: 0.11564 4.27882 0.57744  0.386
H: -0.76550 4.35106 -0.98973  0.355
H: -4.34573 1.00901 -2.18837  0.617
H: -6.23376 -0.91198 -1.84128  0.493
H: -6.54394 -1.66498 1.79898  0.339
H: -6.82878 -2.55064 0.28974  0.355
H: -5.36678 -2.85343 1.25207  0.275
H: 1.19872 -0.53425 1.35348  0.489
H: -1.87260 -2.40799 3.42431  0.356
H: -2.61884 -1.41093 2.15121  0.201
H: -2.42968 -3.17185 1.91238  0.239

For the HOMO energy, the calculation gives -8.23 eV. Its spin multiplicity is 1. As for the LUMO energy: 0.023 Ha. The largest force on an atom comes out at 0.028 hartree/bohr. For the HOMO-LUMO gap, the calculation gives 0.326 hartree. As for the charge: 0. The calculation puts the total energy at -1751.79053 hartree.

Record 4
A structure of composition C25H33AsN3O4PReS4, computed with wB97M-V/def2-TZVPD.

Last column: Mulliken charge in e.
Positions of all 72 atoms, in Å:
Re: -0.17256 1.36395 -0.14947  -1.100
C: 0.25978 0.01359 3.15288  -1.296
C: -0.51555 1.28343 3.14149  0.927
C: -1.30003 1.64782 4.23810  -0.877
C: -2.04730 2.80207 4.19755  -0.633
C: -1.96757 3.61921 3.07696  -0.925
C: -1.16642 3.21999 2.03366  1.015
N: -0.47206 2.05271 2.04989  0.098
C: -0.90786 4.06433 0.85141  0.446
C: -1.18247 5.41480 0.74019  -0.801
C: -0.66024 6.10472 -0.34102  -0.850
C: 0.21811 5.47532 -1.21005  -0.846
C: 0.45965 4.12575 -1.03847  0.544
N: -0.19843 3.44438 -0.09495  0.209
C: 1.53715 3.34445 -1.67922  0.848
C: 2.29394 3.83170 -2.71953  -0.928
C: 3.35999 3.06795 -3.17494  -0.656
C: 3.64458 1.87542 -2.54926  -0.885
C: 2.83935 1.42314 -1.50247  0.886
C: 3.12745 0.12068 -0.83738  -1.398
N: 1.78791 2.14447 -1.09373  0.186
H: 0.52282 -0.26562 4.17206  0.606
H: -0.35068 -0.78575 2.72998  0.053
H: 1.16656 0.07591 2.55510  0.147
H: -1.31592 1.00106 5.10411  0.461
H: -2.68048 3.07764 5.03020  0.451
H: -2.53155 4.53766 3.01419  0.423
H: -1.77592 5.92124 1.48596  0.366
H: -0.88395 7.15480 -0.46939  0.443
H: 0.71933 6.03332 -1.98618  0.397
H: 2.05047 4.77816 -3.17819  0.410
H: 3.96469 3.41311 -4.00280  0.457
H: 4.48231 1.26698 -2.85951  0.462
H: 4.18778 -0.11541 -0.91035  0.563
H: 2.83570 0.11487 0.21013  0.161
H: 2.57614 -0.68428 -1.32724  0.041
S: -4.08098 0.44330 -3.00006  -0.413
As: -2.86382 1.74765 -1.97459  0.315
S: -0.66286 1.32202 -2.42564  -0.277
S: -2.45437 1.01456 0.14646  -0.314
S: -3.11123 3.82031 -1.91555  -0.455
C: 0.00334 -4.22054 -2.72139  -1.888
C: -0.02736 -2.78029 -2.23496  1.983
C: -1.45170 -2.34492 -1.92921  -0.844
C: 0.62809 -1.86367 -3.25496  -1.446
O: 0.84326 -2.76318 -1.05265  -0.159
P: 0.67938 -2.02179 0.33337  -0.622
O: 1.92970 -2.12952 1.10623  -0.884
O: 0.18027 -0.59577 0.03721  3.482
O: -0.58168 -2.67649 1.05792  -0.194
C: -0.57097 -3.97035 1.73830  1.637
C: 0.22793 -5.00444 0.95747  -1.386
C: 0.01086 -3.78883 3.13339  -1.658
C: -2.03762 -4.36101 1.80660  -1.732
H: -0.50797 -4.29346 -3.68228  0.424
H: -0.50141 -4.88199 -2.01734  0.396
H: 1.03302 -4.55756 -2.84433  0.364
H: -2.03722 -2.38981 -2.84838  0.582
H: -1.50093 -1.32021 -1.56502  -0.145
H: -1.91256 -3.00233 -1.19230  -0.056
H: 0.05504 -1.86575 -4.18324  0.452
H: 1.64394 -2.20307 -3.46715  0.355
H: 0.65158 -0.83858 -2.88641  -0.107
H: 1.27697 -4.71848 0.88504  0.328
H: -0.17453 -5.12678 -0.04701  0.052
H: 0.16330 -5.96388 1.47306  0.566
H: 1.01990 -3.38300 3.06801  0.297
H: 0.04967 -4.75346 3.64230  0.498
H: -0.61523 -3.11922 3.72551  0.314
H: -2.44362 -4.49884 0.80394  0.353
H: -2.61239 -3.58086 2.30639  0.355
H: -2.15249 -5.29334 2.36156  0.419

For the HOMO energy (alpha / beta), the calculation gives -7.24 / -7.28 eV. Its spin multiplicity is 4. As for the LUMO energy (alpha / beta): -0.042 / -0.075 Ha. The largest force on an atom comes out at 0.007 hartree/bohr. For the HOMO-LUMO gap (alpha / beta), the calculation gives 0.224 / 0.192 hartree. As for the charge: 0. The calculation puts the total energy at -5686.10368 hartree.